# 1
C20H12BF16NO2Pt | ωB97M-V/def2-TZVPD

gap between HOMO and LUMO (alpha / beta)	4.48 / 4.49	eV
HOMO (alpha / beta)	-9.27 / -9.27	eV
total charge	0
M	808.2	Da
total energy	-2716.6923	hartree

CARTESIAN COORDINATES (ANGSTROEM)
Pt: -0.2132 0.2802 0.1372
C: 0.7142 -6.5891 1.6860
C: 0.8326 -5.2675 1.0204
C: 2.0448 -4.7879 0.5218
C: 2.1180 -3.5486 -0.0574
C: 0.9833 -2.6997 -0.1765
N: 1.1291 -1.4757 -0.7156
C: 1.9897 -1.1868 -1.7079
C: 2.2514 -2.1613 -2.7101
C: 3.0836 -1.9139 -3.7693
C: 3.7151 -0.6764 -3.9013
C: 4.5982 -0.3532 -5.0504
C: 3.4572 0.2964 -2.9322
C: 2.6121 0.0836 -1.8630
C: 2.3767 1.2280 -0.8711
O: 1.7672 0.8898 0.2869
C: 1.5268 2.3178 -1.6104
F: 2.0914 2.7951 -2.7205
F: 1.2404 3.3391 -0.8257
F: 0.3548 1.7598 -2.0049
C: 3.7315 1.8767 -0.4188
F: 4.5850 0.9224 -0.0391
F: 4.3578 2.5883 -1.3670
F: 3.5480 2.6897 0.6075
C: -0.2439 -3.1811 0.3601
C: -0.2884 -4.4389 0.9224
C: -1.5259 -2.3412 0.3287
O: -1.4947 -1.2450 -0.4609
C: -1.8358 -1.9148 1.8045
F: -0.7841 -1.2017 2.2795
F: -2.9075 -1.1491 1.8868
F: -1.9919 -2.9348 2.6499
C: -2.7385 -3.1746 -0.2153
F: -2.3943 -3.7808 -1.3546
F: -3.1730 -4.1386 0.6091
F: -3.7753 -2.3941 -0.4671
H: 1.5069 -7.2676 1.3832
H: -0.2528 -7.0433 1.4766
H: 0.7789 -6.4469 2.7668
H: 2.9370 -5.3919 0.5996
H: 3.0653 -3.1663 -0.4063
H: 1.7348 -3.1062 -2.6334
H: 3.2425 -2.6829 -4.5117
H: 5.0099 -1.2482 -5.5089
H: 5.4098 0.3038 -4.7425
H: 4.0157 0.1811 -5.8038
H: 3.9454 1.2488 -3.0504
H: -1.2156 -4.8193 1.3174
F: -3.6340 2.6659 1.3524
B: -2.3398 3.0557 1.4816
F: -2.0440 4.1320 0.7092
F: -1.9722 3.2186 2.7760
F: -1.5079 1.9212 0.9510

Forces on the atoms, in the same order (eV/Å):
1.427 -1.964 -0.945
0.014 -0.119 -0.019
0.063 0.326 -0.143
0.182 0.052 -0.070
0.236 -0.170 -0.499
0.181 -0.327 -0.275
-1.301 1.699 0.828
0.327 -0.330 -0.046
0.251 -0.495 0.191
-0.077 -0.201 -0.011
-0.226 -0.089 0.241
0.103 -0.041 -0.050
-0.263 -0.119 0.114
0.130 0.892 -0.140
-0.026 0.710 0.307
-0.989 0.281 0.393
-0.676 0.070 -0.084
0.348 0.063 -0.310
0.154 -0.107 0.131
0.276 0.175 -0.263
-0.043 0.132 0.239
0.174 -0.496 0.120
0.070 0.150 -0.419
-0.135 -0.004 0.027
-0.732 -0.058 0.507
0.138 0.222 -0.026
-0.712 0.247 0.161
-0.014 1.089 0.280
0.206 0.526 0.392
-0.129 -0.350 0.175
-0.021 -0.072 -0.232
-0.051 -0.450 0.117
-0.188 0.174 -0.089
0.304 -0.127 -0.421
0.020 -0.268 0.361
0.042 0.132 0.035
0.051 -0.042 0.013
-0.008 -0.019 0.010
0.012 -0.027 0.062
0.078 -0.015 0.057
0.135 0.063 0.096
-0.137 -0.051 -0.093
-0.040 -0.027 -0.072
0.012 -0.038 -0.052
0.016 0.011 -0.015
-0.008 0.022 -0.066
0.010 0.098 0.115
-0.122 0.069 -0.043
-0.840 -0.419 -0.143
-0.192 0.177 0.027
0.338 0.687 -0.619
0.385 0.015 0.933
1.247 -1.656 -0.786


# 2
C20H12Cl8GdN3O2 | ωB97M-V/def2-TZVPD

relative energy (zero: lowest compared OMol25 entry of this formula, charge and spin)	0.333	eV
gap between HOMO and LUMO (alpha / beta)	7.15 / 5.41	eV
<S²>	16.03
HOMO (alpha / beta)	-7.57 / -7.57	eV
2S+1	8
total charge	0
M	767.2	Da
total energy	-5531.2812	hartree

CARTESIAN COORDINATES (ANGSTROEM)
Gd: -0.2491 -0.3299 -0.5468
C: 4.1299 -1.1491 -0.7984
C: 2.9012 -0.3917 -0.3550
O: 1.8227 -0.5828 -1.0329
C: 3.0114 0.4602 0.7271
C: 1.9686 1.2518 1.2739
C: 2.2772 2.2036 2.3924
N: 0.7353 1.1596 0.8268
N: -0.1888 2.0249 1.4150
C: -1.4203 1.8251 1.0609
O: -1.8167 0.8869 0.2340
C: -2.4348 2.7437 1.6394
C: -3.7788 2.5715 1.3251
C: -4.7367 3.4278 1.8463
C: -4.3608 4.4639 2.6865
C: -3.0201 4.6385 3.0079
C: -2.0617 3.7857 2.4897
H: 3.8362 -1.9771 -1.4409
H: 4.6812 -1.5258 0.0613
H: 4.7897 -0.4904 -1.3657
H: 3.9838 0.5564 1.1882
H: 3.3122 2.1080 2.7118
H: 1.6086 2.0093 3.2300
H: 2.0858 3.2244 2.0611
H: -4.0657 1.7591 0.6721
H: -5.7815 3.2867 1.5983
H: -5.1088 5.1341 3.0905
H: -2.7281 5.4463 3.6670
H: -1.0149 3.9067 2.7269
Cl: -0.0245 -2.2203 1.8137
C: -0.1075 -3.3241 0.4555
C: -0.3663 -2.6997 -0.7512
C: -0.3487 -3.5269 -1.8613
Cl: -0.5883 -2.7317 -3.3938
C: -0.1370 -4.8980 -1.7936
Cl: -0.1292 -5.8633 -3.2161
C: 0.0778 -5.4811 -0.5416
Cl: 0.3223 -7.1766 -0.4122
C: 0.1029 -4.6852 0.6057
Cl: 0.3902 -5.3773 2.1525
Cl: -4.3246 -1.9760 -3.0162
C: -3.8636 -0.7867 -1.7819
Cl: -3.3092 -1.6278 -0.3043
Cl: -5.2005 0.2941 -1.4339
C: -2.6847 -0.0782 -2.2664
N: -1.6566 0.3252 -2.5761

Forces on the atoms, in the same order (eV/Å):
0.030 -1.249 -1.851
-0.169 -0.028 -0.103
0.385 0.118 0.223
1.141 0.130 -0.182
-0.037 -0.086 -0.024
-0.322 0.080 -0.007
0.085 -0.032 -0.096
0.296 0.545 0.783
-0.023 0.311 0.353
0.402 0.109 0.118
-1.001 1.319 0.998
-0.169 0.011 0.022
0.060 -0.043 -0.004
-0.073 0.037 0.025
-0.014 -0.009 -0.012
-0.015 0.021 0.017
-0.024 -0.065 -0.058
0.014 -0.007 0.016
0.039 0.009 -0.011
-0.006 0.005 -0.011
0.005 -0.051 0.000
0.008 0.002 -0.029
-0.001 0.052 0.013
-0.007 0.016 0.061
0.039 0.014 0.018
0.010 -0.009 -0.008
0.005 -0.003 0.006
0.031 -0.010 -0.008
0.015 0.029 0.021
0.006 -0.073 0.436
-0.140 0.399 -0.382
0.323 -1.750 0.239
-0.115 0.554 0.085
0.001 -0.189 -0.204
0.000 -0.018 0.064
-0.014 0.004 0.002
-0.006 0.034 0.008
0.006 -0.010 0.003
0.012 -0.099 0.004
0.011 0.017 0.031
0.020 0.135 0.113
-0.216 -0.535 0.206
-0.559 -0.053 -0.203
0.098 0.067 -0.056
0.200 0.100 -0.237
-0.335 0.203 -0.378


# 3
C20H12Co2N2O8 | ωB97M-V/def2-TZVPD

relative energy (zero: lowest compared OMol25 entry of this formula, charge and spin)	5.057	eV
gap between HOMO and LUMO	4.49	eV
HOMO	0.48	eV
total charge	-2
M	526.2	Da
total energy	-4246.1361	hartree

CARTESIAN COORDINATES (ANGSTROEM)
C: -0.9395 2.0676 -0.0008
C: -1.3530 0.6601 0.2472
C: -2.0777 -0.1109 -0.6177
N: -1.9927 -1.5159 -0.6210
C: -1.4494 -2.0280 0.4732
O: -1.1108 -3.3187 0.4927
N: -1.1776 -1.3042 1.5615
C: -1.1195 0.1109 1.5703
O: -0.9110 0.6771 2.6347
H: -0.4276 2.4358 0.8946
H: -0.2347 2.1069 -0.8460
H: -1.7797 2.7384 -0.2118
H: -2.6638 0.3264 -1.4484
H: -0.9684 -1.8130 2.4152
O: -2.7745 -0.1242 -4.6527
C: -2.8141 -0.8665 -3.7616
Co: -2.8438 -2.0150 -2.4057
C: -1.5716 -2.8767 -3.2519
O: -0.7447 -3.3826 -3.8869
C: -1.5953 -4.0010 -0.6716
O: -0.9920 -4.9519 -1.0942
C: -5.7737 -1.3766 -2.1737
C: -6.5498 -1.4791 -3.3673
C: -7.1236 -0.2681 -3.7833
C: -7.5202 -0.1063 -5.1074
C: -7.4169 -1.1930 -5.9873
C: -6.9399 -2.4390 -5.5516
C: -6.4990 -2.5905 -4.2352
C: -4.5055 -1.4915 -1.8474
C: -2.8144 -3.2928 -1.0703
Co: -5.4959 -1.0737 -0.4466
C: -4.9311 0.4689 0.2277
O: -4.5783 1.4258 0.7787
C: -5.0936 -1.9581 1.0353
O: -4.9015 -2.4743 2.0537
C: -7.1879 -1.1701 -0.1370
O: -8.3194 -1.2510 0.0894
H: -7.1280 0.5518 -3.0607
H: -7.9013 0.8692 -5.4225
H: -7.7186 -1.0604 -7.0246
H: -6.9117 -3.2891 -6.2399
H: -6.0677 -3.5289 -3.8756
H: -3.4636 -3.1826 -0.2000
H: -3.4217 -3.9388 -1.7494

Forces on the atoms, in the same order (eV/Å):
-0.061 0.534 0.048
-0.515 -0.003 0.530
0.945 -0.322 0.109
2.248 5.321 3.268
-0.811 0.847 -2.683
0.907 -0.126 0.941
0.194 -0.036 0.669
0.125 -0.938 -0.324
0.241 0.218 -0.255
-0.096 0.068 -0.169
-0.234 0.058 0.205
0.056 -0.082 -0.022
0.599 -0.386 0.614
-0.036 0.326 -0.106
0.049 -0.568 0.573
-0.678 0.298 0.021
3.496 1.321 -3.145
0.285 -0.278 -0.708
-0.255 0.166 0.257
-1.750 0.129 -1.116
0.206 0.501 0.657
2.361 -1.690 -2.767
0.630 0.623 0.179
-0.358 -0.053 -0.769
-0.063 -0.268 0.474
-0.147 -0.026 -0.225
-0.162 0.341 0.306
-0.243 0.237 -0.198
-1.572 -1.032 -3.560
-3.353 -7.439 -0.573
-2.720 2.062 8.145
0.274 1.066 -0.709
-0.092 -0.055 0.319
0.680 -1.009 -0.838
-0.113 0.197 0.534
-0.600 0.204 0.290
-0.191 -0.071 -0.178
-0.057 -0.201 -0.304
0.107 -0.341 -0.156
0.020 -0.084 0.090
0.064 0.308 0.142
-0.088 0.392 -0.123
0.205 0.632 -0.165
0.505 -0.840 0.719


# 4
C20H12IrN6O4 | ωB97M-V/def2-TZVPD

relative energy (zero: lowest compared OMol25 entry of this formula, charge and spin)	0.000	eV
gap between HOMO and LUMO	6.73	eV
HOMO	-11.13	eV
total charge	+1
M	592.6	Da
total energy	-1503.0112	hartree

CARTESIAN COORDINATES (ANGSTROEM)
Ir: -1.7011 -0.2579 1.3326
C: -3.7497 -2.5893 -1.8098
C: -3.5270 -1.9631 -0.5927
N: -2.3988 -1.3026 -0.3265
C: -1.4845 -1.2906 -1.3401
C: -1.7394 -1.9271 -2.5447
N: -2.8655 -2.5792 -2.7934
C: -0.2358 -0.5707 -1.0717
C: 0.8301 -0.4214 -1.9356
C: 1.9648 0.2937 -1.5491
C: 1.9562 0.8369 -0.2634
C: 0.8677 0.6623 0.5669
N: -0.2095 -0.0331 0.1610
C: 0.7195 1.1720 1.9335
C: 1.7013 1.9177 2.5667
N: 1.5732 2.3810 3.8014
C: 0.4350 2.0868 4.4074
C: -0.5677 1.3432 3.8031
N: -0.4543 0.8698 2.5613
C: 3.1249 0.4681 -2.4616
C: 3.1328 -0.0730 -3.7451
C: 4.2402 0.1186 -4.5566
N: 5.3191 0.7979 -4.1864
C: 5.3130 1.3141 -2.9633
C: 4.2576 1.1806 -2.0746
H: -4.6815 -3.1134 -1.9793
H: -4.2743 -1.9986 0.1754
H: -1.0062 -1.9101 -3.3401
H: 0.7692 -0.8677 -2.9145
H: 2.7992 1.4008 0.1003
H: 2.6273 2.1504 2.0580
H: 0.2970 2.4498 5.4178
H: -1.4742 1.1295 4.3344
H: 2.3043 -0.6416 -4.1402
H: 4.2547 -0.2989 -5.5566
H: 6.1981 1.8668 -2.6704
H: 4.3504 1.6386 -1.1012
O: -6.4552 -1.7344 3.2820
C: -5.4890 -1.5157 2.6949
O: -4.5072 -1.2888 2.1094
C: -4.0729 0.1010 4.8757
O: -4.8787 0.0601 5.6973
O: -3.2629 0.1372 4.0381

Forces on the atoms, in the same order (eV/Å):
0.241 0.024 -0.217
-0.028 -0.041 -0.066
-0.040 0.044 0.149
0.342 0.044 -0.286
-0.084 -0.039 0.005
0.040 0.046 0.063
-0.045 -0.017 0.011
-0.127 -0.001 0.143
0.048 0.024 0.001
-0.107 -0.016 0.084
0.015 -0.015 -0.052
-0.165 -0.043 0.089
0.058 0.010 -0.043
-0.027 0.024 0.086
-0.044 -0.046 -0.060
-0.025 0.006 0.043
0.049 0.044 0.049
-0.147 -0.072 -0.001
0.350 0.057 -0.265
0.040 0.006 -0.031
0.025 0.034 0.052
-0.023 -0.033 -0.051
-0.004 -0.001 0.002
0.038 0.035 0.040
-0.038 -0.036 -0.042
-0.003 -0.002 -0.001
0.000 0.024 0.057
0.007 0.005 0.003
0.013 0.005 -0.003
0.006 -0.002 -0.012
0.000 -0.004 -0.008
0.000 0.002 0.004
-0.052 -0.033 -0.019
-0.005 -0.003 -0.003
0.002 0.001 0.001
0.000 -0.001 -0.002
0.001 0.003 0.005
0.003 0.002 0.000
-0.016 -0.038 -0.069
-0.184 -0.048 0.096
0.059 0.055 0.061
0.005 0.001 -0.004
-0.179 -0.006 0.190


# 5
C20H12N2RhS6Sb | ωB97M-V/def2-TZVPD

relative energy (zero: lowest compared OMol25 entry of this formula, charge and spin)	0.150	eV
gap between HOMO and LUMO (alpha / beta)	6.47 / 5.38	eV
<S²>	6.03
HOMO (alpha / beta)	-7.81 / -7.84	eV
2S+1	5
total charge	0
M	697.4	Da
total energy	-3618.7909	hartree

CARTESIAN COORDINATES (ANGSTROEM)
Rh: 0.1262 0.0727 0.6563
S: -2.5157 1.5907 4.3027
Sb: -1.5691 0.1172 2.9130
S: -2.0171 0.7763 0.5502
S: 0.8761 0.5591 2.7416
S: -1.9048 -2.0929 3.1700
S: 5.8001 2.9164 -2.7790
C: 5.7399 4.6204 -2.7504
C: 4.5938 5.0721 -2.1748
C: 3.7595 4.0066 -1.7320
C: 4.2857 2.7728 -1.9803
C: 3.7072 1.4551 -1.6462
C: 2.4369 1.3860 -1.0466
N: 1.8563 0.2581 -0.7040
C: 2.4925 -0.9129 -0.9246
C: 3.7440 -0.9589 -1.5290
C: 4.3622 -2.2391 -1.7608
C: 3.7388 -3.3778 -1.4036
C: 2.4426 -3.3497 -0.7714
C: 1.7557 -4.5100 -0.3687
C: 0.5302 -4.4241 0.2378
C: -0.0048 -3.1291 0.4343
N: 0.6249 -2.0369 0.0720
C: 1.8350 -2.1295 -0.5275
C: -0.2415 -5.5911 0.6990
C: -1.3945 -5.5883 1.4271
C: -1.8621 -6.8982 1.7302
C: -1.0531 -7.8653 1.2210
S: 0.2549 -7.1996 0.3516
C: 4.3422 0.2603 -1.8823
H: 6.5513 5.1975 -3.1677
H: 4.3524 6.1195 -2.0598
H: 2.8117 4.1680 -1.2352
H: 1.8731 2.2850 -0.8385
H: 5.3372 -2.2658 -2.2318
H: 4.2041 -4.3391 -1.5851
H: 2.2187 -5.4765 -0.5418
H: -0.9590 -2.9809 0.9257
H: -1.8826 -4.6841 1.7747
H: -2.7515 -7.1040 2.3105
H: -1.1605 -8.9372 1.2991
H: 5.3258 0.2429 -2.3429

Forces on the atoms, in the same order (eV/Å):
0.271 0.167 -0.225
0.160 0.058 -0.195
-0.951 0.045 1.052
0.366 -0.197 -0.004
-0.137 -0.184 -0.361
0.124 0.043 -0.132
0.195 -0.127 -0.011
-0.027 0.053 -0.067
-0.093 -0.117 0.094
-0.060 0.305 0.075
-0.130 -0.353 -0.002
-0.020 0.399 -0.048
-0.107 0.118 0.006
0.012 0.127 0.058
-0.248 -0.144 0.038
0.253 -0.084 -0.140
0.017 0.189 -0.018
-0.182 -0.119 0.083
0.243 -0.364 -0.101
0.305 -0.151 -0.127
-0.391 -0.112 0.142
-0.042 0.030 -0.002
0.116 0.048 0.042
-0.094 0.328 -0.051
0.178 0.254 -0.236
-0.240 0.001 0.278
0.021 0.145 0.032
-0.090 -0.064 -0.058
0.211 -0.120 -0.009
0.303 -0.170 -0.110
-0.063 -0.040 0.017
0.003 -0.060 0.002
0.075 0.018 -0.038
0.001 0.006 0.023
-0.019 0.011 0.010
-0.023 0.013 0.019
-0.007 0.040 0.019
0.030 0.007 0.009
0.032 -0.110 -0.027
0.069 0.030 -0.040
-0.004 0.088 -0.019
-0.057 -0.008 0.027


# 6
C20H12N2S5SbY | ωB97M-V/def2-TZVPD

relative energy (zero: lowest compared OMol25 entry of this formula, charge and spin)	0.000	eV
gap between HOMO and LUMO (alpha / beta)	7.09 / 6.41	eV
<S²>	0.76
HOMO (alpha / beta)	-11.10 / -11.10	eV
2S+1	2
total charge	+1
M	651.3	Da
total energy	-3148.3700	hartree

CARTESIAN COORDINATES (ANGSTROEM)
Y: -0.1280 -0.1529 -0.0882
S: -3.6173 5.6816 -2.9565
C: -5.1241 5.9171 -2.1940
C: -5.2573 5.1489 -1.0777
C: -4.1114 4.3532 -0.8331
C: -3.1305 4.5337 -1.7706
C: -1.8176 3.8926 -1.8205
C: -1.6371 2.6226 -1.2404
N: -0.4817 1.9809 -1.2191
C: 0.6035 2.5577 -1.7999
C: 0.5223 3.8054 -2.4246
C: 1.6951 4.3706 -3.0326
C: 2.8705 3.7123 -3.0130
C: 2.9847 2.4281 -2.3790
C: 4.1910 1.7152 -2.3288
C: 4.2587 0.4804 -1.7160
C: 3.0737 -0.0018 -1.1302
N: 1.9275 0.6564 -1.1431
C: 1.8622 1.8593 -1.7691
C: 5.4931 -0.3022 -1.6749
C: 6.5185 -0.2784 -2.5803
C: 7.5691 -1.1661 -2.2441
C: 7.3228 -1.8457 -1.0902
S: 5.8234 -1.4144 -0.4027
C: -0.7146 4.4672 -2.4165
H: -5.8378 6.6068 -2.6141
H: -6.1359 5.1549 -0.4510
H: -4.0123 3.6978 0.0212
H: -2.4793 2.1162 -0.7832
H: 1.6118 5.3390 -3.5084
H: 3.7516 4.1398 -3.4734
H: 5.0801 2.1508 -2.7682
H: 3.0712 -0.9714 -0.6417
H: 6.5112 0.3300 -3.4739
H: 8.4626 -1.2992 -2.8347
H: 7.9478 -2.5761 -0.6028
H: -0.7892 5.4478 -2.8723
S: -2.3937 -0.1102 1.3435
Sb: -1.5333 -2.3899 1.5761
S: 0.1493 -0.8428 2.4502
S: -0.6409 -2.5841 -0.6473

Forces on the atoms, in the same order (eV/Å):
0.108 -0.071 0.010
-0.004 -0.006 -0.001
0.001 -0.006 0.003
0.006 0.014 -0.005
-0.005 -0.014 -0.001
-0.003 0.008 0.008
0.012 0.002 -0.004
-0.002 -0.002 0.001
-0.026 0.062 -0.012
-0.003 0.006 0.001
0.020 -0.012 -0.004
-0.009 0.000 0.000
0.008 -0.006 0.003
-0.016 0.003 0.000
0.010 -0.003 -0.002
-0.012 0.014 0.001
0.002 -0.010 0.007
-0.026 0.029 0.004
-0.008 -0.002 0.007
0.014 -0.004 0.004
-0.008 0.004 -0.008
-0.001 -0.012 0.012
0.001 0.007 0.000
-0.002 -0.004 -0.008
-0.003 0.004 0.001
-0.001 0.000 -0.002
-0.001 0.000 0.001
0.002 -0.003 0.000
0.000 -0.002 0.002
-0.002 0.000 -0.001
0.001 -0.001 -0.001
0.002 -0.002 0.001
0.002 0.000 0.000
-0.003 0.001 0.000
0.001 -0.001 0.000
0.002 0.000 0.003
-0.004 0.000 0.000
-0.011 -0.016 0.019
-0.027 0.027 -0.001
0.002 0.006 -0.027
-0.017 -0.006 -0.006


Question: What is the formula in the third record?
Answer: C20H12Co2N2O8


Question: Among the records above, which one has the highest total energy?
Answer: C20H12IrN6O4